31
Properties=species:S:1:pos:R:3:forces:R:3 method="wB97M-V/def2-TZVPD" total_charge=0 lumo_ev=-6.31 e_homo_ev=-8.44 fmax_ev_per_a=4.8
Be 1.23770 0.01515 2.14473 -0.03 -3.12 -0.02
C 2.32527 2.80822 0.04975 -0.65 2.18 0.57
C 2.76256 2.94673 -1.35322 2.23 1.85 -0.90
C 3.14274 1.54052 -2.06762 -1.48 -1.14 -0.93
O 3.64827 1.46758 -3.16998 0.02 0.72 1.08
C 2.47439 0.26133 -1.52680 -1.63 2.83 2.25
C 1.79286 0.47592 -0.16773 1.25 -0.18 -1.04
C 2.13939 1.68176 0.75611 -0.97 -2.55 0.03
O 1.78973 1.43782 2.05760 1.07 1.42 -2.63
O 0.88195 -0.17241 0.42264 0.57 -0.85 -0.67
O 3.02620 4.06466 -1.88194 -1.33 -4.25 1.67
H 2.00804 3.73400 0.53542 0.65 0.07 -0.06
H 2.20603 -0.45055 -2.35115 0.35 0.28 1.41
O -0.68852 -0.19239 -3.98584 0.63 0.00 1.05
H -1.28398 -0.52798 -3.31105 -0.62 -0.21 -0.26
H 0.11181 -0.14816 -3.42984 -0.01 0.19 -0.76
O -2.77281 -4.58751 -1.19217 -0.34 -1.90 -1.27
H -2.53885 -3.68611 -1.34584 0.24 0.82 -0.34
H -2.79765 -5.04640 -2.08285 0.10 1.05 1.60
O -2.87309 1.87460 -1.16389 1.17 -0.85 -0.03
H -1.97427 2.23478 -1.10672 -0.30 0.99 0.36
H -2.54285 1.00009 -1.45324 -1.13 -0.07 0.14
O -1.97474 -3.85268 2.60793 0.80 1.45 0.30
H -2.11175 -3.02851 3.13195 -0.09 -0.92 -0.40
H -3.97124 1.91863 1.05137 0.41 -0.08 -0.49
O -1.56909 0.12230 3.51053 1.18 0.65 -0.12
H -1.00282 0.84892 3.82851 0.17 -0.55 -0.24
H -2.37514 0.38891 3.91931 -1.36 -0.07 0.37
O 1.34492 -1.42617 2.85401 -1.10 1.98 -1.25
H 0.66675 -2.03091 2.47279 0.90 0.74 0.48
H -1.08179 -3.67214 2.24725 -0.70 -0.51 0.13

10
Properties=species:S:1:pos:R:3:forces:R:3 method="wB97M-V/def2-TZVPD" total_charge=0 smiles="CCC=O" de_lowest_kcal_mol=8.0 lumo_ev=1.03 e_homo_ev=-9.88 fmax_ev_per_a=1.0
C 0.98639 -0.66139 -0.02456 0.25 0.63 0.32
C 0.09174 0.58724 0.01885 0.31 -0.05 0.46
C -1.36879 0.26693 -0.04539 0.43 -0.74 0.57
O -1.79465 -0.85742 0.01749 -0.22 0.00 -0.21
H 0.78247 -1.32111 0.83125 0.05 0.25 -0.29
H 0.75655 -1.21226 -0.93008 0.22 -0.18 -0.11
H 2.05807 -0.36050 0.00362 -0.73 -0.31 -0.13
H 0.29887 1.30171 -0.78297 0.19 -0.01 0.02
H 0.23486 1.14008 0.97196 -0.05 -0.10 -0.45
H -2.04552 1.11672 -0.06017 -0.44 0.52 -0.18

44
Properties=species:S:1:pos:R:3:forces:R:3 method="wB97M-V/def2-TZVPD" total_charge=0 smiles="C[C@]12CC[C@H]3[C@@H](C(=O)C=C4C=CCC[C@@]43C=O)[C@@H]1CCC2=O" de_lowest_kcal_mol=5.8 lumo_ev=-0.50 e_homo_ev=-9.07 fmax_ev_per_a=4.1
C -0.83770 -3.35001 -0.89823 -0.57 1.54 -0.01
C -1.03057 -1.92170 -1.51457 0.15 0.92 0.84
C 0.29443 -1.48544 -2.10795 0.20 -0.59 -1.45
C 1.39768 -1.24491 -1.07491 -0.12 -0.42 0.47
C 0.97739 -0.33135 0.10769 -0.40 -0.67 0.37
C -0.45724 -0.58807 0.65318 -0.45 -0.34 -0.57
C -0.82662 0.51887 1.67426 -0.72 0.03 0.18
O -1.95852 0.98639 1.76136 1.00 -0.51 -0.28
C 0.23473 1.01534 2.59121 2.81 -2.15 -2.02
C 1.58191 0.67564 2.39738 -3.22 1.57 0.23
C 2.61559 1.33796 3.18937 2.56 -0.69 -0.47
C 3.95682 1.22761 2.88265 -2.30 -0.72 0.19
C 4.47067 0.44119 1.69614 -1.15 -0.02 0.95
C 3.33600 0.22638 0.72175 0.13 -0.53 -0.75
C 1.99170 -0.29070 1.31043 0.90 0.47 -0.26
C 2.11234 -1.65953 2.00824 1.22 -1.85 -1.81
O 2.89241 -2.53646 1.62787 -1.29 1.81 0.87
C -1.46919 -0.77142 -0.54021 0.37 -0.32 1.19
C -2.95957 -1.09071 -0.27522 -0.23 0.53 -0.36
C -3.51181 -1.41902 -1.70391 0.68 0.23 1.90
C -2.29256 -1.94675 -2.38800 -0.41 -2.48 -2.91
O -2.41303 -2.51193 -3.48081 1.00 1.05 1.57
H -0.67354 -4.07676 -1.65255 -0.09 -0.55 -1.02
H 0.00603 -3.42720 -0.25299 0.75 0.32 0.59
H -1.68648 -3.62765 -0.32009 -0.84 -0.39 0.43
H 0.63396 -2.27413 -2.82030 -0.04 0.54 0.39
H 0.17853 -0.58209 -2.71566 -0.20 0.02 0.07
H 1.76729 -2.20277 -0.71050 -0.03 -0.09 0.17
H 2.23954 -0.81606 -1.62300 -0.05 0.16 0.20
H 0.95871 0.64906 -0.33458 0.07 0.87 0.10
H -0.43609 -1.54443 1.19770 -0.10 0.14 0.16
H -0.07126 1.67568 3.34123 -0.36 0.98 1.01
H 2.37382 1.89772 4.08740 -0.37 -0.02 -0.22
H 4.64425 1.67646 3.56474 0.51 0.32 0.22
H 5.26824 0.98175 1.23904 0.63 0.42 -0.48
H 4.87506 -0.52467 1.98319 0.16 -0.15 0.39
H 3.67501 -0.41985 -0.10658 -0.21 0.13 0.47
H 3.12750 1.19837 0.27938 -0.28 0.12 -0.17
H 1.37666 -1.89972 2.79633 0.11 0.25 0.12
H -1.41655 0.19147 -1.08500 -0.14 -0.41 -0.14
H -3.48663 -0.23018 0.12554 0.06 -0.14 0.39
H -3.08526 -1.96241 0.38618 0.10 0.37 -0.10
H -4.31456 -2.16527 -1.65559 0.25 0.21 -0.39
H -3.85811 -0.51895 -2.20794 -0.09 0.02 -0.06

23
Properties=species:S:1:pos:R:3:forces:R:3 method="wB97M-V/def2-TZVPD" total_charge=+1 smiles=C1CON([C@@H]2[NH2+]CCS2)C1 de_lowest_kcal_mol=78.9 lumo_ev=-3.11 e_homo_ev=-12.69 fmax_ev_per_a=5.0
C 0.89266 -0.23636 -2.49837 0.37 -1.45 -0.53
C 0.00960 -1.45168 -1.99065 -0.92 4.16 -0.73
O 0.09201 -1.37087 -0.57833 -0.41 -0.29 0.49
N 1.12546 -0.52612 -0.17872 0.73 2.42 2.16
C 0.58483 0.52383 0.69236 -1.85 -1.96 -0.36
N -0.13144 -0.24233 1.81436 1.10 -2.32 -0.39
C -1.23848 0.47449 2.44006 -4.15 -2.65 -0.70
C -1.95625 1.27662 1.34912 -1.33 -0.76 -1.59
S -0.64221 1.70873 0.10730 -1.04 0.34 -0.02
C 1.85169 0.01154 -1.33515 1.60 -3.03 -1.01
H 0.28918 0.55215 -2.79728 -1.48 1.97 0.55
H 1.37393 -0.33506 -3.48742 0.37 -1.02 0.66
H -1.07476 -1.25665 -2.23756 1.27 -0.75 -0.09
H 0.44868 -2.31610 -2.32345 0.46 -2.44 -0.74
H 1.30681 1.12250 1.12972 2.06 0.57 0.61
H 0.46958 -0.49099 2.59387 0.90 0.16 -0.10
H -0.30647 -1.23736 1.39773 -0.50 2.17 0.41
H -0.92101 1.07927 3.25376 0.51 0.36 0.58
H -2.00608 -0.40308 2.81140 1.93 2.39 -0.47
H -2.78463 0.65850 0.76005 1.77 1.22 1.53
H -2.42631 2.20369 1.74080 0.42 -0.66 -0.27
H 2.73799 -0.74613 -1.38584 -1.27 1.52 -0.47
H 2.30523 1.00143 -1.27777 -0.55 0.05 0.50

79
Properties=species:S:1:pos:R:3:forces:R:3 method="wB97M-V/def2-TZVPD" total_charge=0 smiles=OCCO.OCCO.OCCO.OCCO.CCO.CO.CO.CO.CO.CO de_lowest_kcal_mol=34.9 lumo_ev=0.45 e_homo_ev=-9.57 fmax_ev_per_a=2.7
O -3.51659 -0.78553 3.90759 -0.52 -0.55 -0.30
C -2.37958 -0.06254 4.23770 0.65 1.04 -1.25
C -1.56307 0.31359 2.92352 -0.17 -0.47 1.33
O -0.76547 -0.80508 2.48632 0.22 0.48 0.60
H -3.14025 -1.49684 3.38413 -0.91 -0.51 -0.41
H -2.73593 0.83671 4.74017 0.35 0.09 0.09
H -1.78275 -0.69084 4.89885 0.61 0.39 0.21
H -0.89050 1.14060 3.15110 0.11 -0.06 -0.16
H -2.21406 0.57574 2.08950 -0.27 0.28 0.26
H -1.38713 -1.52957 2.38508 -0.27 -0.25 -0.61
O 4.77637 2.22180 2.47431 -1.29 -0.28 -0.36
C 3.56766 2.29181 3.31320 1.19 0.12 -0.46
C 2.22232 2.07923 2.58566 0.79 -1.24 -0.14
O 1.77300 3.08409 1.74116 -0.13 1.61 -0.13
H 5.49377 2.65093 2.94632 -0.10 0.05 0.06
H 3.70556 1.51514 4.06544 -0.42 -0.04 0.20
H 3.65624 3.27454 3.77633 -0.78 0.02 0.26
H 1.46158 1.83900 3.32839 -0.01 0.43 0.20
H 2.20580 1.22523 1.90852 0.74 -0.91 0.61
H 2.34466 3.03942 0.97122 0.00 0.21 -0.19
O -0.44598 -2.34274 -2.15349 -0.66 -1.07 -0.06
C -1.28521 -3.11772 -1.31686 -0.77 0.74 -0.62
C -2.79381 -2.76525 -1.57400 0.75 -2.02 -1.64
O -3.23600 -1.61044 -0.96469 -0.22 1.40 1.27
H -0.16448 -1.57428 -1.65167 0.42 0.59 0.36
H -1.04557 -4.17023 -1.46819 -0.50 -0.13 -0.48
H -1.06388 -2.99359 -0.25680 0.07 0.55 0.15
H -3.46368 -3.59371 -1.34370 0.08 -0.45 0.61
H -3.02970 -2.59311 -2.62415 0.96 -0.54 -0.51
H -3.88657 -1.24169 -1.56666 -0.15 0.39 0.35
O 0.51956 -0.39025 -0.72560 0.10 -1.49 0.47
C 0.16585 0.95023 -0.71030 -0.13 0.32 -0.16
C -1.17137 1.12632 -1.42506 1.04 1.60 0.28
O -2.26908 0.97409 -0.56437 -0.04 -0.18 0.09
H 0.86845 -0.61712 0.13951 0.39 -0.56 -0.02
H 0.09891 1.29443 0.32176 -0.27 0.30 0.03
H 1.02703 1.43543 -1.16971 -0.37 0.86 -0.35
H -1.24170 0.47406 -2.29553 0.11 -0.02 -0.14
H -1.15008 2.17285 -1.72905 -0.37 0.05 -0.41
H -2.43021 0.02790 -0.54505 -0.30 -0.34 0.28
C -2.29053 -3.80040 3.61667 1.48 -0.63 -0.52
C -2.20380 -3.79727 2.05665 -1.81 0.02 1.14
O -2.76654 -2.57470 1.69343 -0.56 1.79 -0.01
H -1.58168 -3.04219 3.94947 0.30 -0.11 0.24
H -1.96135 -4.76966 3.99120 0.24 0.04 0.08
H -3.19913 -3.56718 4.17179 -0.54 -0.04 -0.99
H -2.89132 -4.50923 1.59999 0.67 -0.92 0.17
H -1.20085 -3.78542 1.62998 0.29 -0.91 0.52
H -3.04192 -2.56303 0.77385 -0.08 0.40 -0.15
C -2.63538 0.73017 -5.62164 -1.02 -1.25 1.13
O -1.85154 1.63368 -6.26794 0.62 1.33 -1.15
H -2.29276 -0.29629 -5.75240 -0.02 -0.29 -0.18
H -2.68526 0.88932 -4.54447 0.12 0.18 0.38
H -3.67139 0.79642 -5.95391 0.07 0.07 -0.35
H -0.95145 1.56168 -5.94197 0.21 -0.09 0.22
C 1.57959 0.92957 -3.96373 0.39 -0.31 -0.34
O 0.58192 1.60011 -4.72686 0.07 0.21 0.25
H 1.96666 1.56013 -3.16331 -0.20 -0.08 0.22
H 1.17059 -0.00423 -3.57793 -0.02 0.18 0.08
H 2.42963 0.70287 -4.60726 0.11 -0.23 -0.02
H 0.94735 2.47715 -4.86419 -0.29 0.22 -0.23
C 0.73373 4.78804 -2.73641 0.28 -0.42 -1.06
O 0.01198 4.79163 -1.54481 -0.30 0.27 0.41
H 0.05317 4.63304 -3.57361 -0.27 -0.17 0.17
H 1.26492 5.70157 -3.00365 0.11 0.33 0.50
H 1.44953 3.96603 -2.74291 0.23 -0.13 -0.13
H 0.63331 4.72459 -0.81607 -0.07 0.06 0.15
C 3.95758 0.42520 -0.14917 -0.16 -0.63 0.48
O 4.76584 0.29438 -1.30804 0.18 0.68 -0.05
H 3.89970 1.41631 0.30079 0.37 0.43 -0.85
H 2.95009 0.07674 -0.37644 -0.05 -0.11 0.24
H 4.39596 -0.13017 0.67998 -0.22 -0.40 0.05
H 5.12348 -0.59646 -1.31752 -0.07 0.04 0.00
C 2.38871 -2.24972 2.54876 -0.96 0.48 -0.36
O 1.66318 -1.54022 1.51920 1.03 -0.80 -0.12
H 2.51065 -1.52415 3.35299 0.56 -0.38 0.29
H 1.78790 -3.09098 2.89433 -0.08 -0.04 0.20
H 3.31737 -2.68544 2.18020 0.02 0.54 -0.16
H 0.80829 -1.33425 1.90435 -0.59 0.28 0.41

27
Properties=species:S:1:pos:R:3:forces:R:3 method="wB97M-V/def2-TZVPD" total_charge=-1 spin_multiplicity=2 de_lowest_kcal_mol=14.7 lumo_ev="2.30 / 2.20" e_homo_ev="0.15 / -7.59" fmax_ev_per_a=1.6
O -0.41767 -0.13033 0.57725 -0.50 0.43 0.51
H -0.13408 -1.02203 0.37556 0.11 -0.50 -0.02
H 0.01442 0.41365 -0.08125 0.12 0.03 -0.61
O 0.25053 2.09076 -1.38776 -0.52 0.07 -0.12
H 0.90851 2.21742 -0.70420 0.62 -0.06 0.02
H 0.71610 2.26876 -2.20495 0.06 -0.14 -0.25
O -1.41704 1.35788 2.80509 -0.30 0.60 0.51
H -1.18011 0.90543 1.99553 0.24 -0.50 -0.49
H -0.69769 1.16588 3.40667 0.14 -0.13 0.06
O 1.16310 -1.23523 -1.89041 -0.04 1.14 -0.54
H 1.97536 -1.09164 -1.40477 0.27 -0.08 0.19
H 0.79639 -2.03509 -1.51359 0.10 -0.71 0.02
O -2.31675 2.81270 -0.94431 -0.97 0.54 0.24
H -1.37824 2.62949 -0.98749 0.62 -0.21 -0.16
H -2.68503 2.35861 -1.70220 -0.01 -0.19 -0.18
O -3.63243 0.28973 -0.01635 -0.62 -0.32 -0.13
H -2.71967 0.15004 0.23583 0.49 -0.09 0.04
H -3.72569 1.24125 -0.06262 0.22 0.30 0.10
O 2.36162 2.10715 0.29209 -0.03 -0.05 0.03
H 3.28014 2.36148 0.38082 0.33 -0.01 -0.08
H 1.88992 2.70527 0.87173 -0.11 0.19 0.54
O 2.14198 -3.11839 1.44682 1.12 0.43 0.98
H 1.72028 -3.17043 0.58909 -0.48 -0.09 -0.36
H 1.49028 -3.46525 2.05609 -0.26 -0.12 0.07
O 0.74204 -3.60795 -0.67928 0.28 0.88 -0.30
H 1.06379 -4.50849 -0.72106 0.35 -1.18 -0.22
H -0.21011 -3.69059 -0.73234 -1.22 -0.24 0.11

Number 1: DFT total energy -1003.91704 Ha. Number 2: DFT total energy -193.13043 Ha. Number 3: DFT total energy -962.88997 Ha. Number 4: DFT total energy -818.99654 Ha. Number 5: DFT total energy -1654.65227 Ha. Number 6: DFT total energy -687.93275 Ha.